(1)
Below is C2HBr2NO as an isolated structure, with properties calculated with the ωB97M-V functional and the def2-TZVPD basis.

XYZ file:
```
7
Properties=species:S:1:pos:R:3:forces:R:3
C -1.610 0.952 -0.002 0.3 -0.2 0.3
C 1.482 -0.496 -0.596 -0.4 0.3 -1.0
N -1.016 -0.015 0.373 0.4 -0.6 0.6
O -2.054 1.989 -0.236 -0.7 1.0 -0.5
Br 2.555 0.763 0.204 0.4 0.3 0.4
Br 1.738 -2.202 0.067 0.2 -0.6 0.4
H -1.095 -0.990 0.189 -0.2 -0.2 -0.2
```
Positions in Å, forces in eV/Å.

Calculated total energy in a.u.: -5354.72401
Kohn-Sham gap in eV: 7.971
Total charge: 0
Energy relative to the best compared isomer or geometry (same formula, charge and spin) in kcal/mol: 47.70
2S+1: 1

---

(2)
Below is C27H33LaO2 as an isolated structure, with properties calculated with the ωB97M-V functional and the def2-TZVPD basis.

XYZ file:
```
63
Properties=species:S:1:pos:R:3:forces:R:3
O -0.235 0.506 -1.336 0.6 0.2 -0.6
C 0.783 0.413 -2.415 -0.2 0.1 0.3
C 0.033 1.443 -3.256 -0.5 0.1 0.1
H 0.773 -0.615 -2.767 0.2 0.2 -0.2
H 1.793 0.732 -2.114 -0.4 -0.2 0.3
C -1.026 1.454 -2.149 0.3 0.3 -0.3
H -0.469 1.106 -4.141 0.5 0.0 0.0
H 0.532 2.401 -3.457 0.0 -0.3 0.3
C -2.322 0.815 -2.620 -0.2 0.2 0.2
H -2.122 -0.153 -3.100 0.0 0.3 0.0
H -2.797 1.498 -3.346 0.1 -0.3 0.2
H -3.029 0.646 -1.802 0.1 0.1 -0.1
C -1.116 2.822 -1.533 -0.5 -0.1 0.4
H -0.102 3.191 -1.347 -0.2 0.1 0.1
H -1.688 2.818 -0.599 0.1 0.1 -0.1
H -1.626 3.468 -2.260 0.2 0.0 0.2
La 0.035 -0.134 1.105 -0.5 1.8 -0.7
C 0.850 1.816 2.839 0.8 0.2 -0.6
C 2.018 1.000 2.781 -0.3 0.4 -0.2
C 2.623 1.164 1.504 -0.5 0.3 0.0
H 2.357 0.334 3.569 0.0 0.2 -0.2
C 1.836 2.101 0.761 -0.2 -0.1 0.8
C 0.738 2.509 1.585 0.8 -0.3 0.1
H -0.005 3.261 1.331 0.1 -0.3 0.0
H 0.194 1.927 3.698 0.2 0.0 -0.2
H 3.554 0.706 1.172 -0.3 0.1 0.1
H 2.084 2.501 -0.221 -0.1 -0.2 0.2
C -1.897 -0.041 3.006 -0.2 0.1 0.1
C -2.161 1.134 2.248 -0.5 -0.1 -0.1
C -2.727 0.738 1.004 0.1 -0.3 0.2
H -2.003 2.167 2.576 -0.1 -0.6 -0.2
C -2.788 -0.692 0.981 0.1 0.3 0.4
C -2.280 -1.164 2.226 -0.3 -0.1 -0.2
H -2.167 -2.217 2.513 -0.1 0.6 -0.1
H -1.460 -0.076 4.011 -0.2 0.0 -0.6
H -3.135 1.409 0.242 0.3 -0.3 0.4
H -3.214 -1.301 0.179 0.2 0.2 0.3
O 0.106 -0.843 -4.831 -0.4 0.3 -2.0
C -0.228 0.065 -5.926 0.4 0.5 -0.1
C 0.242 -0.528 -7.262 -0.5 -0.3 0.9
H 0.302 1.037 -5.812 -0.3 -0.6 0.2
H -1.317 0.253 -5.913 0.5 -0.1 0.1
C 1.240 -1.624 -6.819 -0.2 0.5 -0.3
H 0.726 0.237 -7.876 -0.3 -0.2 0.0
H -0.660 -0.916 -7.747 0.5 -0.2 -0.3
C 1.044 -1.805 -5.314 0.0 -0.2 0.2
H 2.256 -1.275 -6.993 0.0 -0.2 -0.2
H 1.044 -2.535 -7.375 0.3 -0.2 0.0
H 1.992 -1.651 -4.788 0.0 -0.1 0.0
H 0.669 -2.799 -5.066 0.0 0.0 0.0
C 0.811 -1.835 2.530 0.8 -1.7 3.3
C 0.874 -1.934 3.775 0.1 -0.5 -3.7
C 0.966 -2.149 5.158 -0.1 0.6 1.3
C -0.238 -2.249 5.891 0.4 0.1 0.3
C -0.199 -2.252 7.283 0.3 0.0 -0.1
C 1.036 -2.170 7.942 0.0 0.0 0.0
C 2.236 -2.062 7.222 -0.3 -0.1 -0.1
C 2.208 -2.057 5.827 -0.5 0.1 0.2
H -1.189 -2.254 5.354 0.3 -0.1 0.1
H -1.135 -2.291 7.847 0.4 0.0 -0.1
H 1.062 -2.176 9.033 0.0 0.0 -0.3
H 3.191 -1.956 7.745 -0.4 -0.1 -0.1
H 3.125 -1.919 5.250 -0.3 -0.1 0.1
```
Positions in Å, forces in eV/Å.

Calculated total energy in a.u.: -1230.58434
Kohn-Sham gap in eV: 7.620
Total charge: 0
2S+1: 1

---

(3)
Below is one molecule with the formula C3H3NO, with properties calculated with the ωB97M-V functional and the def2-TZVPD basis.

XYZ file:
```
8
Properties=species:S:1:pos:R:3:forces:R:3
O 0.839 -1.033 -0.032 -2.7 -0.2 0.8
C 0.909 0.211 -0.468 -0.5 0.4 0.1
C -0.217 0.932 -0.261 0.3 0.2 0.7
N -1.180 0.156 0.388 0.1 -0.4 0.2
C -0.758 -1.002 0.589 2.7 0.3 -1.2
H 1.763 0.676 -0.968 0.1 -0.9 0.4
H -0.231 2.010 -0.266 -0.6 -0.1 -0.4
H -1.125 -1.948 1.017 0.5 0.7 -0.4
```
Positions in Å, forces in eV/Å.

Calculated total energy in a.u.: -246.04515
Kohn-Sham gap in eV: 10.235
Total charge: 0
Energy relative to the best compared isomer or geometry (same formula, charge and spin) in kcal/mol: 29.11
2S+1: 1
SMILES: c1cocn1

---

(4)
Below is an isolated ion of composition C3HClFO2 and charge -1, with properties calculated with the ωB97M-V functional and the def2-TZVPD basis.

XYZ file:
```
8
Properties=species:S:1:pos:R:3:forces:R:3
C -1.502 -0.257 0.375 2.3 0.9 -1.8
C 0.119 0.531 -0.046 -4.0 -0.7 2.0
C 0.984 -0.155 -0.903 1.2 -1.3 -1.8
O 1.348 -0.237 0.363 1.0 -0.7 0.2
O 1.369 -0.623 -1.950 -0.3 0.7 0.9
F -1.625 -0.170 1.782 0.5 -0.3 -0.1
Cl 0.420 2.225 0.277 -0.3 0.4 -0.1
H -1.114 -1.313 0.102 -0.3 1.0 0.8
```
Positions in Å, forces in eV/Å.

Calculated total energy in a.u.: -825.36399
Kohn-Sham gap in eV: 6.465
Total charge: -1
Energy relative to the best compared isomer or geometry (same formula, charge and spin) in kcal/mol: 93.39
2S+1: 1

---

- Number 3 is which compound?
  C3H3NO

---

- What is the formula in the first record?
  C2HBr2NO

---

- What is the formula in the first record?
  C2HBr2NO

---

- What is the 2S+1 in the second record?
  1